{"formula": "C20H35Cl20F3O3", "method": "the ωB97M-V functional and the def2-TZVPD basis", "lumo_ev": 0.223, "spin_multiplicity": 1, "smiles": "CCCC[C@@H]1CC(=O)O[C@@H]1COC(F)(F)F.ClCCl.ClCCl.ClCCl.ClCCl.ClCCl.ClCCl.ClCCl.ClCCl.ClCCl.ClCCl", "e_homo_ev": -10.712, "gap_ev": 10.94, "symbols": ["C", "C", "C", "C", "C", "C", "C", "O", "O", "C", "C", "O", "C", "F", "F", "F", "H", "H", "H", "H", "H", "H", "H", "H", "H", "H", "H", "H", "H", "H", "H", "Cl", "C", "Cl", "H", "H", "Cl", "C", "Cl", "H", "H", "Cl", "C", "Cl", "H", "H", "Cl", "C", "Cl", "H", "H", "Cl", "C", "Cl", "H", "H", "Cl", "C", "Cl", "H", "H", "Cl", "C", "Cl", "H", "H", "Cl", "C", "Cl", "H", "H", "Cl", "C", "Cl", "H", "H", "Cl", "C", "Cl", "H", "H"], "xyz": [[3.30, -1.57, 2.10], [2.31, -2.58, 1.52], [0.87, -2.30, 1.98], [-0.13, -3.29, 1.33], [-1.32, -2.67, 0.60], [-1.00, -1.48, -0.30], [-1.36, -0.27, 0.56], [-1.17, 0.88, 0.28], [-1.95, -0.67, 1.72], [-2.41, -2.01, 1.45], [-2.92, -2.74, 2.66], [-3.90, -2.00, 3.40], [-5.13, -1.94, 2.85], [-5.96, -1.48, 3.78], [-5.59, -3.13, 2.45], [-5.18, -1.10, 1.81], [4.29, -1.86, 1.78], [3.06, -0.57, 1.73], [3.30, -1.57, 3.19], [2.31, -2.45, 0.43], [2.59, -3.60, 1.79], [0.85, -2.42, 3.06], [0.64, -1.27, 1.70], [0.44, -3.86, 0.59], [-0.46, -4.03, 2.06], [-1.83, -3.48, 0.08], [0.03, -1.33, -0.62], [-1.70, -1.40, -1.14], [-3.24, -1.89, 0.74], [-3.25, -3.74, 2.39], [-2.09, -2.86, 3.36], [1.57, -0.78, -2.17], [1.44, 0.98, -2.19], [1.46, 1.63, -3.84], [0.51, 1.26, -1.71], [2.28, 1.39, -1.65], [4.18, -5.52, 1.72], [5.18, -5.48, 0.26], [5.79, -3.85, -0.07], [6.02, -6.14, 0.40], [4.57, -5.80, -0.58], [4.92, 4.52, -6.14], [4.49, 4.10, -4.47], [5.70, 3.06, -3.72], [4.42, 5.01, -3.90], [3.54, 3.57, -4.48], [-8.90, -4.60, 0.35], [-8.78, -4.73, 2.11], [-8.88, -6.40, 2.67], [-7.83, -4.32, 2.42], [-9.59, -4.17, 2.56], [-4.76, 1.04, -0.46], [-3.84, 2.34, 0.32], [-3.66, 3.74, -0.74], [-4.38, 2.66, 1.21], [-2.86, 1.97, 0.57], [-8.00, 5.26, -2.63], [-6.31, 5.56, -3.04], [-6.08, 5.81, -4.78], [-5.98, 6.45, -2.52], [-5.72, 4.70, -2.74], [-2.42, 1.06, 5.97], [-2.15, -0.68, 5.93], [-0.46, -1.11, 6.22], [-2.76, -1.14, 6.70], [-2.44, -1.05, 4.95], [2.41, 5.61, -2.43], [2.58, 7.07, -1.44], [4.16, 7.83, -1.67], [1.81, 7.77, -1.73], [2.48, 6.79, -0.40], [4.98, 6.65, -10.90], [4.90, 5.22, -9.87], [6.50, 4.61, -9.44], [4.37, 5.48, -8.96], [4.37, 4.44, -10.40], [6.03, -2.01, 3.48], [7.67, -1.42, 3.17], [7.90, -0.97, 1.48], [7.84, -0.55, 3.79], [8.37, -2.20, 3.42]]}

{"formula": "C4H14NPSi", "method": "the ωB97M-V functional and the def2-TZVPD basis", "lumo_ev": 1.040, "spin_multiplicity": 1, "smiles": "CP(C)[SiH2]CCN", "e_homo_ev": -8.372, "gap_ev": 9.41, "symbols": ["C", "P", "C", "Si", "C", "C", "N", "H", "H", "H", "H", "H", "H", "H", "H", "H", "H", "H", "H", "H", "H"], "xyz": [[2.91, -0.37, 0.97], [1.19, 0.27, 0.88], [1.39, 1.82, -0.11], [0.25, -0.98, -0.70], [-1.49, -0.32, -1.03], [-2.28, 0.22, 0.17], [-2.98, -0.78, 0.96], [2.98, -1.02, 1.84], [3.57, 0.48, 1.15], [3.27, -0.91, 0.09], [0.70, 2.57, 0.28], [1.19, 1.69, -1.17], [2.41, 2.20, -0.01], [1.01, -0.89, -1.98], [0.25, -2.41, -0.31], [-2.07, -1.10, -1.53], [-1.36, 0.47, -1.78], [-3.02, 0.94, -0.18], [-1.62, 0.77, 0.84], [-3.86, -1.04, 0.53], [-2.43, -1.61, 1.10]]}

{"formula": "C8H13ClO", "method": "the ωB97M-V functional and the def2-TZVPD basis", "lumo_ev": 0.677, "spin_multiplicity": 1, "smiles": "CC1(C)C(=O)[C@H](Cl)C1(C)C", "e_homo_ev": -9.547, "gap_ev": 10.22, "symbols": ["C", "C", "C", "C", "O", "C", "Cl", "C", "C", "C", "H", "H", "H", "H", "H", "H", "H", "H", "H", "H", "H", "H", "H"], "xyz": [[-1.01, -1.22, -1.21], [-0.30, -0.75, 0.04], [-1.08, -1.36, 1.23], [1.15, -1.14, 0.01], [1.76, -2.11, 0.41], [1.54, 0.23, -0.57], [3.08, 0.72, 0.06], [0.22, 0.72, 0.01], [0.54, 1.29, 1.42], [-0.41, 1.68, -1.03], [-0.69, -2.23, -1.59], [-0.76, -0.62, -1.99], [-2.07, -1.28, -0.89], [-0.85, -2.44, 1.21], [-2.19, -1.19, 1.21], [-0.81, -1.00, 2.30], [1.43, 0.43, -1.69], [-0.31, 1.81, 1.89], [1.18, 2.15, 1.14], [1.03, 0.58, 1.99], [-1.35, 2.05, -0.81], [-0.46, 1.19, -1.93], [0.34, 2.49, -1.21]]}

{"formula": "C21H20BIrN9O", "method": "the ωB97M-V functional and the def2-TZVPD basis", "lumo_ev": [-3.878, -3.876], "spin_multiplicity": 1, "e_homo_ev": [-10.886, -10.886], "total_charge": 1, "gap_ev": [7.01, 7.01], "symbols": ["Ir", "C", "C", "N", "N", "C", "B", "N", "C", "C", "C", "N", "N", "C", "C", "C", "N", "H", "H", "H", "H", "H", "H", "H", "H", "H", "H", "O", "C", "N", "C", "C", "C", "C", "C", "C", "N", "C", "C", "C", "C", "C", "N", "H", "H", "H", "H", "H", "H", "H", "H", "H", "H"], "xyz": [[0.07, -0.15, -0.25], [-0.31, 0.85, 3.90], [-0.11, -0.07, 2.87], [-0.20, 0.55, 1.69], [-0.46, 1.85, 1.94], [-0.53, 2.05, 3.26], [-0.80, 2.73, 0.71], [-1.94, 1.95, -0.01], [-3.28, 2.09, 0.20], [-3.92, 0.96, -0.18], [-2.90, 0.04, -0.62], [-1.70, 0.77, -0.57], [0.44, 2.78, -0.19], [1.07, 3.86, -0.68], [2.12, 3.43, -1.47], [2.06, 2.04, -1.41], [1.04, 1.66, -0.64], [-0.30, 0.66, 4.96], [0.08, -1.13, 2.91], [-0.75, 3.03, 3.65], [-1.16, 3.82, 1.03], [-3.66, 3.02, 0.61], [-4.98, 0.77, -0.16], [-3.05, -0.52, -1.54], [0.74, 4.85, -0.43], [2.83, 4.03, -2.00], [2.69, 1.31, -1.89], [0.15, -3.32, -2.85], [-0.15, -2.42, -2.09], [0.47, -1.22, -1.96], [1.85, -1.21, -2.40], [2.71, -1.14, -1.16], [4.09, -1.30, -1.20], [4.81, -1.20, -0.03], [4.14, -0.93, 1.16], [2.78, -0.78, 1.13], [2.07, -0.89, -0.01], [-1.30, -2.54, -1.14], [-2.36, -3.39, -1.36], [-3.44, -3.36, -0.46], [-3.49, -2.37, 0.48], [-2.45, -1.38, 0.52], [-1.24, -1.70, -0.09], [2.08, -0.39, -3.08], [2.06, -2.14, -2.94], [4.57, -1.51, -2.14], [5.89, -1.32, -0.04], [4.67, -0.84, 2.10], [2.22, -0.56, 2.02], [-2.30, -4.07, -2.19], [-4.24, -4.08, -0.55], [-4.35, -2.25, 1.12], [-2.32, -0.89, 1.48]]}

{"formula": "C15H16ClMnN3O7Si", "method": "the ωB97M-V functional and the def2-TZVPD basis", "lumo_ev": [-4.957, -5.240], "s_squared": 6.034, "spin_multiplicity": 5, "e_homo_ev": [-12.921, -12.996], "total_charge": 1, "gap_ev": [7.96, 7.76], "symbols": ["Mn", "O", "N", "O", "C", "C", "C", "C", "C", "C", "N", "C", "C", "N", "C", "C", "C", "C", "H", "H", "H", "H", "H", "H", "H", "O", "Cl", "O", "O", "O", "C", "Si", "C", "C", "O", "H", "H", "H", "H", "H", "H", "H", "H", "H"], "xyz": [[-0.40, 0.20, -0.01], [-4.34, 5.99, -0.13], [-3.17, 6.24, 0.05], [-2.69, 7.34, 0.13], [-2.23, 5.08, 0.08], [-0.92, 5.39, -0.01], [0.07, 4.36, -0.03], [1.46, 4.60, -0.10], [2.33, 3.54, -0.11], [1.82, 2.24, -0.05], [0.52, 1.99, 0.01], [-0.35, 3.04, 0.02], [-1.74, 2.73, 0.11], [-2.02, 1.40, 0.15], [-3.28, 1.01, 0.26], [-4.32, 1.93, 0.36], [-4.05, 3.28, 0.30], [-2.71, 3.72, 0.15], [-0.63, 6.43, -0.06], [1.83, 5.62, -0.15], [3.40, 3.68, -0.15], [2.47, 1.37, -0.03], [-3.46, -0.06, 0.26], [-5.33, 1.58, 0.47], [-4.85, 3.99, 0.37], [1.42, -2.59, -0.95], [1.80, -2.04, 0.31], [3.19, -1.87, 0.46], [1.27, -0.54, 0.30], [1.16, -2.65, 1.41], [-1.46, -2.80, -2.84], [-1.99, -2.63, -1.08], [-3.85, -2.40, -1.00], [-1.51, -4.08, -0.05], [-1.32, -1.20, -0.46], [-1.97, -3.65, -3.30], [-0.38, -2.97, -2.89], [-1.70, -1.90, -3.42], [-4.34, -3.26, -1.47], [-4.17, -1.50, -1.53], [-4.20, -2.35, 0.04], [-1.86, -4.99, -0.54], [-1.96, -4.04, 0.94], [-0.43, -4.15, 0.07]]}

{"formula": "C4H10NS", "method": "the ωB97M-V functional and the def2-TZVPD basis", "lumo_ev": -4.825, "spin_multiplicity": 1, "smiles": "CC(C)([NH3+])C=S", "e_homo_ev": -13.756, "total_charge": 1, "gap_ev": 8.93, "symbols": ["C", "C", "C", "N", "C", "S", "H", "H", "H", "H", "H", "H", "H", "H", "H", "H"], "xyz": [[1.06, -0.11, -1.23], [0.07, -0.06, 0.00], [0.53, 0.96, 1.01], [-0.32, -1.42, 0.56], [-1.52, 0.49, -0.60], [-2.84, 0.14, 0.21], [1.39, 0.95, -1.26], [0.65, -0.44, -2.19], [1.98, -0.68, -0.89], [1.59, 1.08, 1.45], [0.40, 1.97, 0.51], [-0.24, 1.17, 1.67], [0.30, -1.70, 1.39], [-0.17, -2.22, -0.06], [-1.39, -1.30, 0.77], [-1.49, 1.18, -1.33]]}

{"formula": "C3H8O3S", "method": "the ωB97M-V functional and the def2-TZVPD basis", "lumo_ev": 0.452, "spin_multiplicity": 1, "smiles": "O=C(O)CCS.O", "e_homo_ev": -9.543, "gap_ev": 10.00, "symbols": ["O", "C", "O", "C", "C", "S", "H", "H", "H", "H", "H", "H", "O", "H", "H"], "xyz": [[-1.86, -2.42, 1.55], [-1.11, -1.60, 0.87], [-1.63, -0.89, -0.18], [0.18, -1.07, 1.29], [1.31, -1.84, 0.44], [2.96, -0.91, 0.66], [-2.51, -0.98, 0.00], [0.35, -0.03, 0.92], [0.55, -1.14, 2.35], [0.95, -1.40, -0.58], [1.19, -2.92, 0.45], [3.36, -1.06, 1.89], [-1.12, 5.05, -3.13], [-1.99, 5.50, -2.92], [-0.64, 5.71, -3.61]]}

{"formula": "C9H9N2O5SSc", "method": "the ωB97M-V functional and the def2-TZVPD basis", "lumo_ev": -9.083, "spin_multiplicity": 1, "e_homo_ev": -15.980, "total_charge": 2, "gap_ev": 6.90, "symbols": ["O", "C", "Sc", "O", "C", "C", "O", "C", "O", "C", "O", "H", "S", "C", "N", "C", "C", "C", "N", "H", "H", "H", "H", "H", "H", "H", "H"], "xyz": [[0.71, 0.94, -5.56], [0.95, 0.38, -4.58], [-0.19, 0.16, -2.19], [-2.03, 1.47, -4.80], [-1.55, 1.05, -3.85], [-1.98, -0.54, -0.90], [-2.82, -1.00, -0.25], [0.82, -1.58, -1.28], [1.37, -2.53, -0.87], [-1.19, -1.75, -3.16], [-1.47, -2.79, -3.59], [1.23, -0.71, -3.34], [0.84, 1.86, -0.63], [0.57, 1.02, 0.87], [-0.58, 1.19, 1.52], [-0.87, 0.61, 2.81], [0.38, 0.26, 3.59], [1.51, -0.30, 2.73], [1.52, 0.24, 1.38], [-1.31, 1.70, 1.03], [-1.49, -0.24, 2.59], [-1.48, 1.31, 3.39], [0.11, -0.49, 4.34], [0.74, 1.14, 4.12], [1.40, -1.38, 2.62], [2.46, -0.09, 3.22], [2.35, 0.08, 0.78]]}

{"formula": "C26H31ClIrN6O", "method": "the ωB97M-V functional and the def2-TZVPD basis", "lumo_ev": [-6.290, -6.554], "s_squared": 0.764, "spin_multiplicity": 2, "e_homo_ev": [-12.612, -12.581], "total_charge": 2, "gap_ev": [6.32, 6.03], "symbols": ["Ir", "O", "C", "C", "C", "C", "C", "C", "C", "N", "C", "C", "N", "H", "H", "H", "H", "H", "H", "H", "N", "C", "C", "C", "N", "C", "C", "N", "C", "H", "H", "H", "H", "H", "H", "H", "H", "H", "H", "H", "H", "H", "H", "H", "H", "C", "C", "C", "C", "N", "C", "C", "C", "C", "C", "C", "C", "H", "H", "H", "H", "H", "H", "H", "H", "Cl"], "xyz": [[-0.31, -0.52, -0.40], [0.20, 1.46, -0.70], [-0.16, 2.17, -1.76], [-0.48, 3.53, -1.62], [-0.84, 4.31, -2.69], [-0.91, 3.76, -3.97], [-0.60, 2.43, -4.14], [-0.21, 1.63, -3.06], [0.14, 0.24, -3.30], [0.12, -0.77, -2.42], [0.43, -1.93, -3.13], [0.66, -1.60, -4.42], [0.48, -0.25, -4.50], [-0.45, 3.96, -0.63], [-1.09, 5.35, -2.54], [-1.22, 4.36, -4.81], [-0.69, 1.99, -5.13], [0.44, -2.90, -2.66], [0.93, -2.21, -5.27], [0.60, 0.31, -5.33], [0.12, 3.80, 3.24], [-0.10, 2.86, 2.04], [-1.58, 2.56, 1.95], [-2.11, 1.73, 3.13], [-3.25, 0.95, 2.67], [-1.04, 0.76, 3.68], [-0.05, 0.36, 2.60], [-0.75, -0.24, 1.47], [0.77, 1.60, 2.20], [-0.43, 4.65, 3.13], [1.10, 4.06, 3.33], [-0.17, 3.36, 4.11], [0.24, 3.43, 1.19], [-1.71, 1.99, 1.02], [-2.16, 3.47, 1.83], [-2.40, 2.42, 3.94], [-3.86, 1.48, 2.06], [-3.80, 0.59, 3.43], [-1.55, -0.12, 4.09], [-0.49, 1.20, 4.52], [0.66, -0.36, 3.02], [-1.75, -0.34, 1.67], [1.18, -1.72, 1.46], [1.30, 1.44, 1.27], [1.52, 1.77, 2.98], [4.34, -1.80, 0.64], [4.25, -2.79, -0.34], [3.02, -3.36, -0.65], [1.87, -2.93, 0.01], [2.02, -1.97, 0.95], [3.20, -1.40, 1.28], [0.53, -3.45, -0.23], [0.40, -4.84, -0.37], [-0.84, -5.40, -0.60], [-1.94, -4.56, -0.69], [-1.81, -3.18, -0.57], [-0.58, -2.57, -0.34], [5.29, -1.35, 0.90], [5.14, -3.12, -0.86], [2.93, -4.11, -1.41], [3.19, -0.66, 2.06], [1.28, -5.47, -0.27], [-0.94, -6.47, -0.70], [-2.92, -4.98, -0.87], [-2.69, -2.57, -0.68], [-2.49, -0.05, -0.83]]}

{"formula": "C3H12N4O2", "method": "the ωB97M-V functional and the def2-TZVPD basis", "lumo_ev": 0.784, "spin_multiplicity": 1, "smiles": "NC(=O)N(N)O.CNC", "e_homo_ev": -8.618, "gap_ev": 9.40, "symbols": ["N", "C", "O", "N", "N", "O", "H", "H", "H", "H", "H", "C", "N", "C", "H", "H", "H", "H", "H", "H", "H"], "xyz": [[-0.30, 2.16, 0.70], [-0.79, 0.98, 1.19], [-0.66, 0.66, 2.37], [-1.76, 0.35, 0.31], [-2.64, -0.60, 0.78], [-2.07, 0.97, -0.91], [0.40, 2.58, 1.29], [-0.25, 2.17, -0.31], [-3.00, -0.23, 1.67], [-2.07, -1.39, 1.08], [-2.98, 0.63, -1.02], [1.85, 0.04, -1.52], [1.00, -0.53, -0.49], [1.63, -1.68, 0.15], [2.17, -0.71, -2.25], [2.72, 0.52, -1.08], [1.29, 0.81, -2.07], [0.07, -0.80, -0.89], [0.99, -2.05, 0.95], [1.80, -2.49, -0.56], [2.59, -1.40, 0.60]]}

{"formula": "C34H42N3O2", "method": "the ωB97M-V functional and the def2-TZVPD basis", "lumo_ev": -4.335, "spin_multiplicity": 1, "smiles": "C([C@@H](c1ccccc1)C(c1ccc(N2CCOCC2)cc1)c1ccc(N2CCOCC2)cc1)=[N+]1CCCCC1", "e_homo_ev": -10.204, "total_charge": 1, "gap_ev": 5.87, "symbols": ["C", "C", "C", "C", "C", "C", "C", "C", "C", "C", "C", "C", "C", "N", "C", "C", "O", "C", "C", "C", "C", "C", "C", "C", "C", "N", "C", "C", "O", "C", "C", "C", "C", "N", "C", "C", "C", "C", "C", "H", "H", "H", "H", "H", "H", "H", "H", "H", "H", "H", "H", "H", "H", "H", "H", "H", "H", "H", "H", "H", "H", "H", "H", "H", "H", "H", "H", "H", "H", "H", "H", "H", "H", "H", "H", "H", "H", "H", "H", "H", "H"], "xyz": [[0.77, -2.54, -1.46], [-0.40, -1.82, -0.92], [-1.66, -2.74, -1.02], [-2.94, -2.21, -1.21], [-4.09, -2.93, -0.91], [-4.00, -4.28, -0.53], [-2.73, -4.84, -0.38], [-1.58, -4.09, -0.68], [-0.28, -0.96, 0.60], [-1.58, -0.27, 0.97], [-1.75, 1.04, 0.50], [-3.00, 1.65, 0.55], [-4.07, 1.03, 1.21], [-5.36, 1.62, 1.32], [-5.68, 2.08, 2.66], [-7.11, 2.62, 2.76], [-7.44, 3.48, 1.67], [-7.23, 2.88, 0.41], [-5.76, 2.53, 0.23], [-3.85, -0.24, 1.77], [-2.66, -0.89, 1.63], [0.94, -0.18, 1.03], [2.16, -0.80, 0.72], [3.36, -0.12, 0.77], [3.44, 1.14, 1.40], [4.63, 1.88, 1.43], [5.18, 2.14, 2.76], [6.35, 3.12, 2.72], [7.27, 2.86, 1.66], [6.62, 2.81, 0.38], [5.59, 1.68, 0.33], [2.25, 1.66, 1.96], [1.03, 1.04, 1.75], [1.67, -2.12, -2.38], [2.94, -2.88, -2.48], [4.11, -2.01, -2.95], [3.78, -1.29, -4.26], [2.46, -0.53, -4.15], [1.30, -1.37, -3.58], [1.02, -3.50, -0.99], [-0.63, -0.89, -1.56], [-3.05, -1.20, -1.64], [-5.07, -2.47, -1.03], [-4.90, -4.83, -0.23], [-2.65, -5.88, -0.09], [-0.63, -4.61, -0.68], [-0.22, -1.97, 1.17], [-0.90, 1.61, 0.09], [-3.14, 2.65, 0.09], [-5.58, 1.23, 3.35], [-5.00, 2.88, 3.01], [-7.81, 1.78, 2.82], [-7.22, 3.26, 3.65], [-7.82, 1.96, 0.29], [-7.53, 3.63, -0.33], [-5.15, 3.45, 0.22], [-5.61, 1.99, -0.73], [-4.72, -0.72, 2.26], [-2.53, -1.88, 2.06], [2.18, -1.85, 0.42], [4.28, -0.57, 0.37], [5.53, 1.21, 3.25], [4.38, 2.57, 3.38], [5.95, 4.14, 2.65], [6.96, 3.02, 3.63], [7.42, 2.63, -0.35], [6.08, 3.76, 0.15], [6.10, 0.70, 0.41], [5.03, 1.73, -0.61], [2.37, 2.60, 2.51], [0.19, 1.54, 2.19], [3.18, -3.29, -1.50], [2.83, -3.73, -3.19], [4.38, -1.27, -2.18], [5.00, -2.66, -3.11], [4.60, -0.60, -4.53], [3.72, -2.03, -5.08], [2.62, 0.35, -3.52], [2.17, -0.15, -5.14], [0.97, -2.05, -4.38], [0.47, -0.70, -3.36]]}

{"formula": "CH3I3N2O2S", "method": "the ωB97M-V functional and the def2-TZVPD basis", "lumo_ev": [-1.852, -1.861], "spin_multiplicity": 1, "e_homo_ev": [-8.145, -8.138], "gap_ev": [6.29, 6.28], "symbols": ["C", "N", "N", "O", "O", "S", "I", "I", "I", "H", "H", "H"], "xyz": [[2.58, 0.46, 0.62], [-0.66, -0.10, -0.68], [1.83, -0.07, -0.34], [0.34, -1.12, 1.37], [0.65, -2.25, -0.81], [0.50, -1.08, -0.03], [3.51, 2.27, 0.26], [4.97, -1.40, 0.84], [2.33, -0.08, -2.28], [2.27, 0.25, 1.62], [-1.44, 0.05, -0.06], [-0.96, -0.37, -1.60]]}

What is the formula in the eighth record? C9H9N2O5SSc